Entry 1:
Molecular formula: CH8O2S2
Method: DFT, the ωB97M-V functional and the def2-TZVPD basis

The energy above the lowest of the compared OMol25 structures with the same formula, charge and spin comes out at 4.4 kJ/mol. The charge is 0. The calculation puts the HOMO energy at -9.11 eV. The HOMO-LUMO gap is 9.57 eV.

Positions of all 13 atoms, in Å:
H -2.13204 -0.55074 1.34631
H -1.77137 0.28017 0.05779
H 0.44584 0.59402 0.96391
H -0.42310 -0.03365 -1.70751
H 2.14715 0.57144 1.47662
O -1.27413 0.42862 -1.63161
S 1.08164 -2.33789 0.29823
H 1.65668 1.60991 0.12834
O -1.66577 0.21975 1.01993
S 1.81095 -0.62371 -0.59414
H -0.22209 -2.05027 0.15068
C 1.48454 0.65634 0.62866
H -1.13829 1.23601 -2.13721

These are the Mulliken partial charges, in e, on atoms 1 to 5: 0.30, 0.37, 0.20, 0.29, 0.32

=====

Entry 2:
Molecular formula: CH9N2
Method: DFT, the ωB97M-V functional and the def2-TZVPD basis

The energy above the lowest of the compared OMol25 structures with the same formula, charge and spin comes out at 0.0 kJ/mol. The charge is +1. The calculation puts the HOMO energy at -15.86 eV. The HOMO-LUMO gap is 12.45 eV.

Positions of all 12 atoms, in Å:
H 1.62059 1.64530 -1.46795
H 2.31173 0.30724 -0.84876
C -0.98955 -1.07137 0.74609
H 0.16029 0.51690 -0.05626
N 1.42353 0.68880 -1.17132
H -1.83359 -1.20388 1.41971
N -0.65744 0.38355 0.63517
H 1.18868 0.16788 -2.01698
H -0.12206 -1.59863 1.11735
H -1.48673 0.88905 0.33496
H -1.25413 -1.44321 -0.24106
H -0.36132 0.71837 1.54906

These are the Mulliken partial charges, in e, on atoms 1 to 5: 0.28, 0.28, -0.81, 0.37, -0.96

=====

Entry 3:
Molecular formula: CH9N2O
Method: DFT, the ωB97M-V functional and the def2-TZVPD basis

The energy above the lowest of the compared OMol25 structures with the same formula, charge and spin comes out at 31.5 kJ/mol. The charge is +1. The calculation puts the HOMO energy at -14.23 eV. The HOMO-LUMO gap is 10.86 eV.

Positions of all 13 atoms, in Å:
H 1.55403 -0.91003 0.12895
N -0.39394 -0.57589 0.77156
H 1.79429 1.36336 -0.57085
H -1.51592 -0.79118 -2.48927
O -1.51982 -0.13563 -1.77638
H 0.87851 1.97012 0.70281
H -0.99103 0.17391 1.10240
H -0.69488 -0.74762 -0.21084
C 1.10741 -0.12295 0.71588
H -2.40921 0.25445 -1.66196
N 1.26359 1.15901 0.23558
H -0.50122 -1.43286 1.29746
H 1.42818 -0.20469 1.75466

These are the Mulliken partial charges, in e, on atoms 1 to 5: 0.38, -0.35, 0.20, 0.35, -0.71

=====

Entry 4:
Molecular formula: CH9N2O
Method: DFT, the ωB97M-V functional and the def2-TZVPD basis

The energy above the lowest of the compared OMol25 structures with the same formula, charge and spin comes out at 30.8 kJ/mol. The charge is +1. The calculation puts the HOMO energy at -14.76 eV. The HOMO-LUMO gap is 11.49 eV.

Positions of all 13 atoms, in Å:
C 1.34692 -0.76550 0.24882
H -3.01997 1.00531 0.03564
H 1.83949 0.48155 1.82722
H 0.57468 0.69394 -1.27747
H 0.78535 -0.78303 2.23753
O -2.53426 0.94839 -0.79839
H -2.96848 1.65279 -1.29685
H 2.20609 -0.60020 -0.38610
H 1.06409 -1.81034 0.15711
N 1.34864 -0.34271 1.53270
H -0.19684 -0.76211 -1.31831
H -0.64520 0.33746 -0.26102
N 0.19948 -0.05553 -0.70089

These are the Mulliken partial charges, in e, on atoms 1 to 5: -0.36, 0.33, 0.22, 0.36, 0.23

=====

Quick rundown of molar mass, same order as above: 116.2 49.1 65.1 65.1 g mol⁻¹